Entry A
28
Properties=species:S:1:pos:R:3 method="wB97M-V/def2-TZVPD" smiles="Cc1ccc(O)cc1.CCC(N)=O" total_charge=0 orbital_gap_ev=8.84 homo_energy_ev=-8.35
C -0.92 -0.61 1.48
C -0.93 0.04 2.85
C -2.30 -0.93 1.04
O -2.84 -2.03 1.06
N -3.24 0.10 1.00
H -0.58 0.05 0.61
H -0.23 -1.44 1.54
H -1.95 0.33 3.13
H -4.21 -0.04 0.84
H -2.90 1.05 0.96
H -0.24 0.91 2.94
H -0.44 -0.57 3.61
C 2.50 -1.89 -1.24
C -0.25 0.65 -1.73
C 0.48 -0.52 -1.91
C 0.42 1.77 -1.23
C 1.83 -0.57 -1.41
C 1.79 1.80 -0.99
C 2.49 0.62 -1.13
O -0.24 2.90 -0.82
H -1.28 0.70 -2.02
H 0.08 -1.47 -2.14
H -1.20 2.70 -0.83
H 2.20 2.74 -0.64
H 1.86 -2.75 -1.34
H 3.27 -1.93 -0.46
H 3.58 0.54 -1.12
H 3.25 -2.15 -2.06

Entry B
28
Properties=species:S:1:pos:R:3 method="wB97M-V/def2-TZVPD" smiles="Cc1ccc(O)cc1.CCC(N)=O" total_charge=0 orbital_gap_ev=9.17 homo_energy_ev=-8.45
C 1.20 -1.42 -1.49
C 1.62 -2.85 -1.75
C 2.32 -0.75 -0.74
O 3.27 -0.08 -1.18
N 2.45 -1.06 0.57
H 1.03 -0.88 -2.45
H 0.21 -1.22 -0.96
H 2.68 -3.05 -1.76
H 3.24 -0.92 1.17
H 1.95 -1.76 0.95
H 1.19 -3.04 -2.83
H 1.02 -3.50 -1.04
C 0.67 2.51 0.26
C -1.59 -0.29 1.33
C -2.85 0.26 0.93
C -0.50 0.46 1.00
C -0.61 1.80 0.57
C -2.97 1.60 0.43
C -1.83 2.49 0.34
O -3.94 -0.58 1.18
H -1.54 -1.15 1.99
H 0.50 0.14 1.12
H -3.93 1.85 0.22
H -4.58 -0.12 1.69
H 0.34 3.16 -0.55
H 1.46 1.87 -0.09
H -2.01 3.49 0.00
H 1.21 3.05 1.09

Entry C
28
Properties=species:S:1:pos:R:3 method="wB97M-V/def2-TZVPD" smiles="Cc1ccc(O)cc1.CCC(N)=O" total_charge=0 orbital_gap_ev=9.05 homo_energy_ev=-8.33
C -0.87 -0.05 -2.45
C -1.17 -1.52 -2.57
C 0.48 0.33 -3.02
O 1.20 -0.45 -3.60
N 1.17 1.45 -2.49
H -1.69 0.53 -2.88
H -1.03 0.21 -1.42
H -0.74 -1.96 -3.47
H -2.23 -1.76 -2.81
H 2.16 1.63 -2.54
H 0.72 2.29 -2.15
H -1.01 -2.17 -1.72
C -1.58 1.74 2.03
C -0.56 -0.36 2.83
C -0.67 0.59 1.81
C 0.50 -1.22 2.97
C 0.19 0.52 0.72
C 1.56 -1.03 2.04
C 1.34 -0.24 0.95
O 2.78 -1.49 2.41
H -1.26 -0.31 3.68
H 0.66 -1.90 3.78
H -2.21 2.12 1.20
H -0.98 2.62 2.30
H 0.01 0.91 -0.27
H 2.11 -0.23 0.15
H 3.39 -1.72 1.70
H -2.29 1.47 2.79

Entry D
28
Properties=species:S:1:pos:R:3 method="wB97M-V/def2-TZVPD" smiles="Cc1ccc(O)cc1.CCC(N)=O" total_charge=0 orbital_gap_ev=9.66 homo_energy_ev=-9.05
C -0.04 -0.61 2.58
C 0.50 -0.16 3.95
C -0.17 -2.11 2.51
O 0.70 -2.86 2.91
N -1.28 -2.59 1.88
H -0.98 -0.14 2.38
H 0.66 -0.34 1.79
H 0.34 -0.86 4.76
H -0.06 0.73 4.25
H -1.36 -3.57 1.68
H -1.99 -1.98 1.53
H 1.51 0.22 3.87
C 1.96 2.41 -2.83
C -0.69 0.72 -0.70
C -1.16 -0.23 -1.59
C 0.35 1.55 -1.08
C 0.89 1.46 -2.36
C -0.59 -0.41 -2.83
C 0.42 0.47 -3.21
O -2.16 -1.10 -1.13
H -1.22 0.75 0.24
H 0.70 2.32 -0.40
H -0.89 -1.22 -3.49
H -2.99 -0.90 -1.59
H 2.64 1.97 -3.57
H 2.63 2.76 -2.04
H 0.80 0.43 -4.22
H 1.48 3.28 -3.28

What is the stability order? It is entry D, entry A, entry C, entry B, from most stable to least stable.

Entry A
18
Properties=species:S:1:pos:R:3 method="wB97M-V/def2-TZVPD" smiles=CB(C)N(C)C total_charge=0 orbital_gap_ev=9.96 homo_energy_ev=-9.25
B 0.73 0.00 0.05
C 1.47 -1.46 0.12
C 1.47 1.41 0.11
C -1.43 -1.19 -0.16
C -1.47 1.26 0.00
N -0.66 0.04 0.05
H 2.53 -1.54 0.13
H 1.17 -2.04 -0.71
H 1.01 -1.79 0.98
H 0.97 1.91 -0.71
H 2.48 1.29 -0.23
H 1.41 1.80 1.14
H -1.64 -1.60 0.77
H -2.22 -0.93 -0.92
H -0.78 -1.96 -0.64
H -1.41 1.63 0.96
H -1.14 2.04 -0.51
H -2.49 1.12 -0.45

Entry B
18
Properties=species:S:1:pos:R:3 method="wB97M-V/def2-TZVPD" total_charge=0 orbital_gap_ev=8.51 homo_energy_ev=-7.97
B 0.67 -0.59 -0.37
C 0.87 -1.68 0.66
C 1.17 -0.38 -1.83
C -1.47 0.01 1.09
C -0.26 1.91 0.39
N -0.81 0.61 -0.01
H 1.66 -2.48 0.68
H -0.20 -2.15 0.78
H 1.15 -1.25 1.62
H 0.57 -1.14 -2.40
H 2.25 -0.63 -1.87
H 1.00 0.59 -2.28
H -1.82 -0.90 0.71
H -0.71 -0.19 1.95
H -2.23 0.59 1.49
H 0.66 2.22 -0.08
H -0.88 2.62 0.03
H -0.17 2.11 1.44

What is the stability order? It is entry A, entry B, from most stable to least stable.

Entry A
38
Properties=species:S:1:pos:R:3 method="wB97M-V/def2-TZVPD" smiles="CCOc1ccc2nc(SCC(=O)Nc3nonc3C)[nH]c2c1" total_charge=0 orbital_gap_ev=8.24 homo_energy_ev=-7.88
C 6.69 -0.16 0.35
H 7.37 0.33 1.04
H 6.66 -1.22 0.56
H 7.06 -0.03 -0.67
C 5.30 0.44 0.48
H 4.92 0.30 1.50
O 4.46 -0.22 -0.45
C 3.15 0.12 -0.51
C 2.56 1.12 0.26
C 1.20 1.32 0.07
C 0.44 0.58 -0.86
C 1.05 -0.40 -1.63
C 2.39 -0.62 -1.44
H 2.91 -1.38 -2.00
H 0.48 -0.98 -2.34
N -0.87 1.00 -0.81
C -0.90 1.93 0.10
N 0.31 2.19 0.67
H 0.50 2.85 1.39
S -2.38 2.67 0.63
C -3.52 1.70 -0.41
C -3.15 0.23 -0.53
O -3.34 -0.38 -1.55
N -2.76 -0.34 0.67
C -1.89 -1.39 0.81
N -1.12 -1.44 1.87
O -0.37 -2.55 1.76
N -0.66 -3.20 0.63
C -1.59 -2.54 0.00
C -2.17 -3.01 -1.28
H -2.00 -2.26 -2.05
H -1.70 -3.95 -1.55
H -3.24 -3.14 -1.18
H -2.70 0.30 1.46
H -3.54 2.13 -1.41
H -4.51 1.81 0.05
H 3.11 1.70 0.98
H 5.33 1.52 0.25

Entry B
38
Properties=species:S:1:pos:R:3 method="wB97M-V/def2-TZVPD" smiles="CCn1ncc(NC(=S)Nc2ccc3c(c2)OCO3)c1C(N)=O" total_charge=0 orbital_gap_ev=8.05 homo_energy_ev=-7.65
C -1.68 -2.70 -0.05
H -2.50 -3.23 0.43
H -1.93 -1.64 -0.10
H -1.57 -3.07 -1.07
C -0.39 -2.95 0.72
N 0.72 -2.24 0.13
N 1.33 -2.80 -0.90
C 2.29 -1.99 -1.27
C 2.32 -0.85 -0.44
C 1.28 -1.05 0.47
C 0.96 -0.23 1.65
O 1.80 0.42 2.23
N -0.33 -0.28 2.10
H -1.08 -0.52 1.47
H -0.56 0.34 2.86
N 3.23 0.19 -0.60
C 3.19 1.49 -0.22
N 2.02 2.15 0.02
C 0.71 1.85 -0.33
C 0.40 1.08 -1.45
C -0.91 0.76 -1.77
C -1.90 1.26 -0.96
C -1.60 2.08 0.13
C -0.31 2.39 0.47
H -0.08 3.01 1.32
O -2.76 2.44 0.76
C -3.81 1.87 0.00
O -3.26 1.08 -1.03
H -4.42 2.68 -0.44
H -4.44 1.25 0.65
H -1.14 0.15 -2.63
H 1.19 0.74 -2.09
H 2.15 2.99 0.56
S 4.61 2.33 -0.10
H 4.16 -0.10 -0.89
H 2.94 -2.23 -2.09
H -0.14 -4.01 0.67
H -0.48 -2.66 1.77

What is the stability order? It is entry B, entry A, from most stable to least stable.

Entry A
13
Properties=species:S:1:pos:R:3 method="wB97M-V/def2-TZVPD" smiles="C=N/N=C1/C=CN=C1" total_charge=0 orbital_gap_ev=7.79 homo_energy_ev=-9.18
C 0.08 1.18 2.96
C 0.25 -0.13 -0.11
C 0.93 -1.05 -0.98
C 0.13 -1.22 -2.09
C -0.91 0.28 -1.00
H -0.54 1.78 3.60
H 0.99 0.77 3.39
H 1.69 -1.77 -0.69
H 0.28 -2.07 -2.82
H -1.69 0.93 -0.56
N -0.18 1.01 1.69
N 0.62 0.16 1.08
N -0.95 -0.30 -2.15

Entry B
13
Properties=species:S:1:pos:R:3 method="wB97M-V/def2-TZVPD" total_charge=0 orbital_gap_ev=8.72 homo_energy_ev=-8.25
C -0.35 1.45 0.43
C -1.63 0.57 0.44
C -0.77 -1.24 -0.61
C 0.82 1.03 0.05
C 0.36 -1.49 -0.01
N -1.80 -0.51 -0.10
N 1.97 0.74 -0.30
N 1.26 -1.93 0.70
H -0.59 2.43 0.78
H -2.47 1.20 0.69
H -1.11 -1.77 -1.44
H 2.22 0.94 -1.33
H 2.10 -1.42 0.70

Entry C
13
Properties=species:S:1:pos:R:3 method="wB97M-V/def2-TZVPD" smiles="C=C1C=NN[C@@H]1C#N" total_charge=0 orbital_gap_ev=9.09 homo_energy_ev=-9.25
C 1.16 1.63 -0.04
C 0.57 0.40 0.03
C 1.15 -0.73 -0.57
C -0.64 -0.10 0.62
C -1.98 0.28 -0.05
H 0.81 2.55 0.58
H 2.07 1.62 -0.58
H 2.01 -0.70 -1.25
H -1.37 -2.05 0.14
H -0.80 0.24 1.71
N 0.56 -1.84 -0.41
N -0.55 -1.62 0.54
N -2.98 0.33 -0.74

What is the stability order? It is entry C, entry A, entry B, from most stable to least stable.

Entry A
18
Properties=species:S:1:pos:R:3 method="wB97M-V/def2-TZVPD" total_charge=-1 orbital_gap_ev=7.65 homo_energy_ev=-4.15
O 3.39 -1.60 -0.63
C 2.82 -0.56 -0.25
O 3.26 0.34 0.51
C 1.42 -0.29 -0.87
C 0.38 0.21 0.12
C -0.95 0.52 -0.52
C -2.20 -0.17 -0.15
N -2.47 -1.04 0.77
H 1.18 -1.26 -1.33
H 1.56 0.39 -1.68
H 0.83 1.07 0.62
H 0.26 -0.56 0.88
H -1.05 1.40 -1.13
H -1.27 -0.60 -0.95
H -1.46 1.44 2.03
H -3.03 0.48 -0.43
H -0.95 1.96 2.19
H -1.71 -1.72 0.82

Entry B
18
Properties=species:S:1:pos:R:3 method="wB97M-V/def2-TZVPD" smiles="C/C([O-])=N/[C@@H](C)CO" total_charge=-1 orbital_gap_ev=7.25 homo_energy_ev=-3.19
C -2.53 -0.93 0.54
C -1.23 -0.16 0.90
N -0.41 -0.12 -0.19
C 1.57 0.60 1.18
C 0.84 0.58 -0.24
C 1.69 -0.04 -1.39
O 1.02 -0.28 -2.58
O -1.14 0.40 1.97
H -3.30 -0.21 1.04
H -2.53 -1.88 1.00
H -2.63 -1.11 -0.48
H 0.09 -0.57 -2.56
H 2.62 0.60 0.98
H 1.36 -0.25 1.81
H 1.29 1.67 1.69
H 0.59 1.64 -0.56
H 2.42 0.73 -1.69
H 1.90 -1.04 -1.04

Entry C
18
Properties=species:S:1:pos:R:3 method="wB97M-V/def2-TZVPD" total_charge=-1 orbital_gap_ev=7.99 homo_energy_ev=-3.96
N 0.02 -1.82 -2.94
C 0.03 -1.28 -1.61
O -0.65 -0.25 -1.43
O 0.72 -1.93 -0.79
H 0.50 -2.71 -2.96
H -0.86 -1.74 -3.43
C 0.54 1.00 1.48
C -0.64 1.57 1.74
C -0.93 3.02 1.49
C 0.93 -0.39 1.88
H 1.23 1.60 0.89
H -1.44 0.95 2.14
H -1.71 3.17 0.74
H -1.26 3.49 2.42
H -0.05 3.50 1.06
H 0.24 -0.75 2.65
H 1.98 -0.39 2.19
H 0.80 -1.08 1.01

Entry D
18
Properties=species:S:1:pos:R:3 method="wB97M-V/def2-TZVPD" smiles="CN[C@H](C[O-])CC=O" total_charge=-1 orbital_gap_ev=6.60 homo_energy_ev=-2.84
C 0.12 -0.85 -2.21
N -0.84 -0.25 -1.27
C -0.40 -0.26 0.13
C 0.77 0.69 0.41
C 1.55 0.30 1.63
O 2.35 1.06 2.14
C -1.47 0.21 1.25
O -0.79 0.07 2.41
H 0.55 -1.75 -1.78
H 0.88 -0.18 -2.62
H -0.47 -1.06 -3.11
H -1.20 0.65 -1.54
H -0.07 -1.29 0.30
H 1.43 0.71 -0.48
H 0.38 1.70 0.45
H 1.34 -0.68 2.07
H -2.43 -0.36 1.18
H -1.70 1.27 1.05

What is the stability order? It is entry C, entry B, entry D, entry A, from most stable to least stable.

Entry A
11
Properties=species:S:1:pos:R:3 method="wB97M-V/def2-TZVPD" smiles="O=c1cccco1" total_charge=0 orbital_gap_ev=9.38 homo_energy_ev=-9.19
O -2.66 0.06 0.62
C -1.49 0.07 0.34
O -0.64 0.82 1.16
C 0.70 0.80 1.01
C 1.32 0.16 0.01
C 0.51 -0.56 -0.92
C -0.83 -0.61 -0.78
H 1.19 1.35 1.81
H 2.40 0.17 -0.06
H 0.98 -1.09 -1.75
H -1.48 -1.16 -1.44

Entry B
11
Properties=species:S:1:pos:R:3 method="wB97M-V/def2-TZVPD" smiles="C#CC(=C)OC=O" total_charge=0 orbital_gap_ev=9.69 homo_energy_ev=-9.29
C 0.64 1.82 0.47
C 0.34 0.62 -0.11
C -1.63 -0.43 -0.20
C 1.40 -0.30 -0.18
C 2.06 -1.36 -0.03
H 1.79 1.73 0.81
H 0.21 2.79 0.40
H -2.48 -0.33 -0.79
H 2.22 -2.49 -0.05
O -0.81 0.37 -0.89
O -1.51 -0.85 0.89

What is the stability order? It is entry A, entry B, from most stable to least stable.

Entry A
11
Properties=species:S:1:pos:R:3 method="wB97M-V/def2-TZVPD" smiles="C#CC=O.C#CO" total_charge=0 orbital_gap_ev=10.03 homo_energy_ev=-9.91
C -0.33 -0.14 1.59
C 1.13 2.01 1.29
C -0.54 -1.93 -1.39
C 0.67 0.89 1.44
C -0.30 -0.74 -1.40
O -1.34 -0.05 2.24
O 0.05 0.47 -1.78
H -0.02 -0.98 0.87
H 1.53 2.90 1.11
H -0.83 -2.93 -1.26
H -0.01 0.49 -2.70

Entry B
11
Properties=species:S:1:pos:R:3 method="wB97M-V/def2-TZVPD" total_charge=0 orbital_gap_ev=9.55 homo_energy_ev=-8.89
O 2.18 -1.50 0.82
C 1.68 -0.60 0.28
O -1.00 -1.66 0.84
C -1.19 -0.97 -0.14
C -1.25 0.49 0.09
C -0.09 1.12 -0.08
C 1.20 0.46 -0.37
H -1.13 -1.39 -1.17
H -2.11 0.92 0.60
H -0.06 2.20 0.02
H 1.91 0.91 -1.05

Entry C
11
Properties=species:S:1:pos:R:3 method="wB97M-V/def2-TZVPD" smiles="O=C1C=CCC1=O" total_charge=0 orbital_gap_ev=9.15 homo_energy_ev=-9.33
O 1.67 0.45 1.57
C 0.97 -0.03 0.72
C 0.83 0.40 -0.74
C -0.69 0.51 -0.77
C -1.29 -0.22 0.18
C -0.25 -0.95 0.94
O -0.28 -2.03 1.49
H 1.36 1.32 -0.97
H 1.22 -0.40 -1.39
H -1.19 1.18 -1.46
H -2.34 -0.22 0.43

What is the stability order? It is entry C, entry B, entry A, from most stable to least stable.

Entry A
22
Properties=species:S:1:pos:R:3 method="wB97M-V/def2-TZVPD" total_charge=+1 orbital_gap_ev=10.80 homo_energy_ev=-14.41
Na -0.27 -0.21 0.19
O 0.24 -0.64 -1.49
H 1.07 -1.10 -1.39
H -0.08 -0.90 -2.35
O -0.93 -1.88 0.04
H -0.38 -2.65 -0.09
H -1.54 -2.14 0.74
O 1.50 -0.04 0.57
H 1.60 -0.51 1.40
H 2.24 0.57 0.55
O -0.30 1.83 0.61
H 0.21 1.87 -0.19
H 0.23 2.29 1.26
O -0.28 -0.85 1.86
H -0.88 -1.00 2.59
H 0.58 -0.79 2.27
O 0.83 1.72 -1.54
H 0.71 0.88 -1.10
H 1.66 1.64 -2.01
O -1.69 0.58 -0.61
H -2.14 1.39 -0.82
H -2.39 -0.06 -0.49

Entry B
22
Properties=species:S:1:pos:R:3 method="wB97M-V/def2-TZVPD" total_charge=+1 orbital_gap_ev=10.86 homo_energy_ev=-14.00
Na -7.58 16.65 9.40
O -7.21 15.42 11.42
H -6.89 16.05 12.08
H -7.07 14.56 11.83
O -8.87 14.40 8.99
H -8.50 13.67 9.48
H -9.56 14.01 8.45
O -8.08 16.75 7.02
H -8.23 17.56 6.53
H -8.50 16.06 6.49
O -9.24 20.22 8.95
H -9.18 19.31 9.25
H -9.70 20.17 8.11
O -5.37 15.46 8.83
H -4.69 15.55 8.16
H -4.89 15.51 9.67
O -6.23 18.68 9.31
H -6.14 19.31 10.03
H -5.71 19.06 8.59
O -9.69 17.57 10.22
H -9.95 18.12 10.97
H -10.16 16.73 10.35

What is the stability order? It is entry B, entry A, from most stable to least stable.

Entry A
19
Properties=species:S:1:pos:R:3 method="wB97M-V/def2-TZVPD" smiles="C[C@@]12N=CNN[C@@H]1[C@H]2N" total_charge=0 orbital_gap_ev=9.03 homo_energy_ev=-8.04
C -0.01 -1.34 -1.53
C -0.16 -0.24 -0.54
C -1.72 1.32 0.18
C 0.29 -0.40 0.87
C 1.07 0.49 0.01
H -0.41 -0.88 -2.55
H 1.04 -1.76 -1.54
H -0.64 -2.19 -1.24
H -2.44 2.12 -0.16
H -1.41 1.78 2.26
H -1.50 -1.05 1.70
H 0.76 -1.25 1.22
H 0.74 1.58 0.08
H 2.90 0.67 -1.10
H 2.81 -0.61 -0.05
N -1.32 0.63 -0.82
N -1.61 1.01 1.53
N -0.86 -0.19 1.82
N 2.45 0.32 -0.13

Entry B
19
Properties=species:S:1:pos:R:3 method="wB97M-V/def2-TZVPD" smiles="[H]/N=C1/N=C(C)N(N)[C@H]1C" total_charge=0 orbital_gap_ev=9.43 homo_energy_ev=-8.82
C 0.25 -1.11 1.88
C -0.65 -0.47 0.76
C 0.20 0.88 -0.89
C 0.92 1.23 -2.11
C -0.80 1.06 1.06
H 1.12 -0.48 2.20
H 0.68 -2.17 1.61
H -0.44 -1.09 2.70
H -1.58 -0.98 0.82
H -0.78 -1.35 -2.13
H 0.92 -1.90 -1.73
H 0.40 0.59 -2.87
H 0.90 2.31 -2.23
H 1.89 0.84 -1.91
H -1.63 1.12 2.82
N 0.03 -0.43 -0.56
N -0.09 -1.54 -1.43
N -0.10 1.74 -0.07
N -1.25 1.75 2.08

What is the stability order? It is entry B, entry A, from most stable to least stable.